1.
Below is 14 unconnected molecules or ions with the total composition C49H105NO24S3, with properties calculated with ωB97M-V/def2-TZVPD.

ΔE to the lowest compared entry with this formula, charge and spin: 0.000 eV
LUMO level: 0.42 eV
Orbital gap: 9.013 eV

Geometry (Å):
C -0.72 -5.15 -1.11
S -2.38 -5.76 -1.71
O -3.07 -4.53 -2.27
C -1.79 -6.74 -3.13
H -0.19 -5.99 -0.66
H -0.70 -4.24 -0.50
H -0.10 -4.79 -1.94
H -1.40 -5.99 -3.81
H -2.56 -7.35 -3.59
H -1.01 -7.42 -2.77
C -2.60 4.01 6.24
S -1.27 2.82 6.71
O -1.98 1.72 7.51
C -1.02 2.16 5.00
H -2.87 4.61 7.11
H -3.51 3.51 5.90
H -2.21 4.62 5.42
H -2.00 1.96 4.57
H -0.48 1.22 5.09
H -0.58 2.92 4.36
C -1.90 -2.98 -7.64
S -2.75 -3.44 -6.07
O -2.64 -4.99 -6.00
C -1.41 -2.74 -4.99
H -2.06 -1.93 -7.87
H -2.36 -3.44 -8.52
H -0.84 -3.20 -7.56
H -1.67 -2.83 -3.93
H -1.30 -1.66 -5.13
H -0.47 -3.23 -5.23
C 5.86 2.48 -0.49
O 5.45 3.23 -1.36
N 5.10 1.53 0.09
C 5.69 0.73 1.23
C 3.69 1.36 -0.24
H 6.89 2.48 -0.12
H 5.46 1.04 2.25
H 6.78 0.78 1.25
H 5.40 -0.32 1.26
H 3.46 0.39 -0.68
H 3.12 1.53 0.68
H 3.27 2.12 -0.90
O 3.21 0.80 3.56
C 3.55 0.66 4.72
O 3.37 -0.37 5.52
C 2.88 -1.63 5.09
C 1.34 -1.62 5.15
C 4.06 1.85 5.48
H 3.28 -2.37 5.79
H 3.28 -1.81 4.09
H 0.78 -2.56 5.07
H 1.12 -1.03 4.26
H 0.92 -1.17 6.04
H 4.68 2.50 4.86
H 4.55 1.40 6.35
H 3.22 2.49 5.73
O -0.12 0.46 -4.30
C 0.74 1.30 -4.25
O 1.54 1.81 -5.25
C 1.36 1.39 -6.59
C 1.60 -0.16 -6.83
C 0.94 1.99 -2.94
H 2.11 1.99 -7.10
H 0.40 1.72 -7.00
H 2.63 -0.35 -6.53
H 1.65 -0.39 -7.89
H 0.90 -0.77 -6.26
H 0.07 2.00 -2.29
H 1.37 2.98 -3.13
H 1.68 1.48 -2.33
O 1.19 -0.75 -0.97
C 0.00 -0.96 -0.62
O -0.61 -0.52 0.47
C 0.01 0.37 1.41
C -0.40 1.82 1.05
C -0.94 -1.66 -1.53
H 1.08 0.27 1.60
H -0.39 0.05 2.37
H -0.04 2.50 1.82
H -1.48 1.73 1.01
H -0.01 2.15 0.09
H -0.51 -1.93 -2.50
H -1.63 -0.85 -1.77
H -1.55 -2.47 -1.13
O 0.83 4.98 5.44
C 2.05 5.25 5.43
O 2.88 5.05 4.37
C 2.39 4.51 3.10
C 3.67 4.51 2.17
C 2.73 5.83 6.63
H 1.60 5.17 2.74
H 1.98 3.51 3.20
H 4.42 3.87 2.63
H 3.94 5.56 2.05
H 3.43 4.15 1.18
H 2.03 6.35 7.28
H 3.44 6.57 6.25
H 3.24 5.05 7.20
O 2.13 -3.32 -0.53
C 2.81 -2.99 0.44
O 4.21 -3.04 0.45
C 5.04 -3.38 -0.67
C 5.32 -4.89 -0.94
C 2.25 -2.55 1.71
H 5.96 -2.81 -0.53
H 4.69 -2.74 -1.48
H 4.44 -5.40 -0.54
H 6.22 -5.27 -0.46
H 5.43 -5.03 -2.02
H 2.68 -1.60 2.04
H 2.61 -3.30 2.42
H 1.16 -2.59 1.62
O -6.24 -1.60 -1.77
C -5.45 -1.66 -2.65
O -4.40 -0.82 -2.91
C -4.30 0.34 -2.07
C -3.43 1.28 -2.84
C -5.43 -2.77 -3.60
H -3.87 0.13 -1.09
H -5.19 0.96 -1.96
H -2.36 1.05 -2.78
H -3.45 2.25 -2.34
H -3.82 1.30 -3.86
H -5.78 -3.68 -3.11
H -4.44 -3.06 -3.93
H -6.09 -2.52 -4.43
O -1.56 -2.77 3.70
C -1.86 -3.58 2.78
O -1.34 -4.82 2.56
C -0.23 -5.22 3.35
C -0.01 -6.73 3.12
C -2.95 -3.22 1.78
H -0.45 -5.11 4.42
H 0.63 -4.60 3.11
H -0.78 -7.36 3.56
H 0.90 -7.15 3.54
H 0.04 -6.98 2.06
H -2.50 -2.71 0.92
H -3.81 -2.75 2.25
H -3.25 -4.16 1.31
O 5.11 -0.50 -2.55
C 4.44 0.01 -3.45
O 3.40 -0.58 -4.05
C 2.93 -1.90 -3.70
C 3.45 -2.82 -4.80
C 4.69 1.31 -4.02
H 1.86 -1.71 -3.76
H 3.12 -2.16 -2.66
H 2.70 -3.59 -5.00
H 4.42 -3.27 -4.57
H 3.81 -2.30 -5.68
H 3.92 1.99 -3.66
H 4.74 1.32 -5.11
H 5.64 1.70 -3.66
O -3.81 0.54 1.73
C -4.69 1.40 1.86
O -5.90 1.42 1.30
C -6.46 0.29 0.73
C -7.40 -0.33 1.76
C -4.17 2.72 2.36
H -5.73 -0.46 0.40
H -7.10 0.66 -0.07
H -8.32 -0.77 1.37
H -7.74 0.43 2.47
H -6.92 -1.14 2.31
H -3.98 2.45 3.40
H -4.74 3.63 2.17
H -3.26 2.95 1.81
O -1.54 7.04 -0.46
C -2.05 5.93 -0.52
O -3.43 5.68 -0.24
C -4.40 6.69 -0.24
C -5.68 6.24 0.34
C -1.27 4.65 -0.80
H -4.56 7.03 -1.26
H -4.03 7.60 0.24
H -6.23 5.57 -0.32
H -6.28 7.10 0.66
H -5.57 5.66 1.26
H -0.33 4.97 -1.26
H -1.80 4.02 -1.51
H -1.12 4.15 0.16

These are the Löwdin partial charges, in e, on atoms 1 to 2: number 1, C, carries -0.240; number 2, S, carries 0.849

---

2.
Below is a molecular structure, C31H26F4FeN5O8S3, with properties calculated with ωB97M-V/def2-TZVPD.

ΔE to the lowest compared entry with this formula, charge and spin: 0.849 eV
Spin multiplicity: 6
<S²>: 8.8063
LUMO level (spin up / spin down): -1.07 / -2.98 eV
Orbital gap (spin up / spin down): 7.334 / 5.427 eV

Geometry (Å):
Fe -0.17 0.02 0.37
C 1.32 3.00 1.68
C 1.42 1.72 2.51
N 0.16 0.95 2.58
C -0.93 1.73 3.23
C -1.85 2.50 2.30
C 0.37 -0.28 3.37
C 1.41 -1.25 2.83
N 1.12 -1.53 1.44
C 2.01 -2.15 0.68
C 1.74 -2.25 -0.72
F 0.59 -1.76 -1.16
C 2.63 -2.76 -1.63
F 2.32 -2.76 -2.92
C 3.84 -3.28 -1.21
C 4.13 -3.26 0.15
F 5.27 -3.78 0.58
C 3.25 -2.74 1.07
F 3.60 -2.79 2.35
H 2.33 3.34 1.45
H 0.80 3.79 2.21
H 0.80 2.80 0.74
H 1.74 1.98 3.53
H 2.18 1.09 2.07
H -0.47 2.41 3.95
H -1.54 1.03 3.80
H -1.37 3.39 1.88
H -2.73 2.83 2.86
H -2.18 1.87 1.48
H -0.59 -0.80 3.43
H 0.67 -0.02 4.40
H 1.37 -2.17 3.41
H 2.41 -0.83 2.94
H 4.54 -3.71 -1.91
O 4.34 2.54 -5.60
N 4.90 2.36 -4.53
O 6.08 2.60 -4.32
C 4.12 1.81 -3.44
C 4.72 1.58 -2.21
C 3.98 1.08 -1.17
C 2.55 0.89 -1.24
O 1.87 0.57 -0.25
C 2.01 1.13 -2.56
C 2.78 1.55 -3.62
N 0.60 0.93 -2.80
O 0.22 0.77 -3.94
O -0.16 0.94 -1.84
N 4.68 0.84 0.09
O 5.70 1.47 0.30
O 4.27 -0.04 0.84
H 5.78 1.78 -2.08
H 2.32 1.70 -4.59
O -2.02 0.20 0.01
C -3.25 -0.36 -0.31
C -4.15 0.71 -0.90
C -5.37 0.61 -1.49
C -5.88 1.87 -1.90
C -5.03 2.89 -1.62
S -3.60 2.34 -0.86
C -3.00 -1.48 -1.32
C -2.49 -2.72 -1.07
C -2.23 -3.46 -2.25
C -2.54 -2.77 -3.38
S -3.15 -1.22 -3.01
C -3.86 -0.94 0.97
C -3.17 -1.38 2.06
C -4.00 -1.81 3.13
C -5.32 -1.69 2.83
S -5.56 -1.05 1.26
H -5.90 -0.32 -1.63
H -6.84 2.01 -2.39
H -5.15 3.95 -1.82
H -2.31 -3.10 -0.07
H -1.83 -4.47 -2.25
H -2.45 -3.09 -4.40
H -2.09 -1.38 2.09
H -3.63 -2.19 4.07
H -6.17 -1.94 3.45

These are the Löwdin partial charges, in e, on atoms 1 to 2: number 1, Fe, carries 0.924; number 2, C, carries -0.067

---

3.
Below is a molecular structure, C29H45BO2P2Re, with properties calculated with ωB97M-V/def2-TZVPD.

ΔE to the lowest compared entry with this formula, charge and spin: 2.105 eV
Spin multiplicity: 4
Net charge: +2
<S²>: 3.7731
LUMO level (spin up / spin down): -6.42 / -7.36 eV
Orbital gap (spin up / spin down): 6.431 / 5.472 eV

Geometry (Å):
Re 0.60 -0.73 0.00
C -1.31 -0.99 1.04
C -1.00 -2.19 0.36
C 0.80 -1.73 1.81
C -0.21 -0.68 1.91
C 0.33 -2.64 0.79
C -2.54 -0.14 0.90
H -2.99 -0.25 -0.08
H -2.31 0.92 1.03
H -3.33 -0.38 1.63
C -0.24 0.48 2.84
H -1.20 1.00 2.73
H 0.53 1.24 2.62
H -0.12 0.12 3.88
C 2.20 -1.50 2.34
H 2.46 -2.08 3.24
H 2.32 -0.44 2.62
H 2.97 -1.73 1.60
C 1.16 -3.59 0.01
H 1.03 -4.58 0.46
H 2.23 -3.30 0.04
H 0.87 -3.64 -1.05
C -1.92 -2.80 -0.64
H -2.41 -3.68 -0.17
H -1.43 -3.14 -1.56
H -2.72 -2.11 -0.92
C -1.07 2.86 -2.60
C -2.13 2.11 -3.08
C -2.30 0.54 -3.35
C -1.13 -0.45 -3.59
C 0.23 -0.33 -3.06
C 1.35 0.47 -3.52
C 1.46 2.02 -3.09
C 0.38 3.18 -2.92
H -3.01 0.48 -4.21
H -1.04 -0.61 -4.69
H -2.87 0.17 -2.48
H 0.45 4.01 -3.66
H -1.17 2.95 -1.50
H -3.03 2.41 -2.51
H 0.80 3.69 -2.01
H 1.85 1.89 -2.08
H 2.29 0.02 -3.10
H 2.32 2.40 -3.66
H -1.52 -1.41 -3.22
H 0.59 -1.25 -2.52
P -0.59 1.71 -5.19
C -0.73 3.44 -5.77
C -1.79 1.09 -6.45
P 1.83 -0.16 -5.12
C 0.97 1.17 -6.00
C 1.24 -1.70 -5.87
C 3.57 -0.10 -5.56
H 0.07 4.11 -5.47
H -1.68 3.84 -5.44
H -0.72 3.40 -6.87
H -1.47 1.56 -7.39
H -2.80 1.43 -6.23
H -1.79 0.01 -6.59
H 3.60 0.30 -6.58
H 4.01 -1.09 -5.56
H 4.16 0.53 -4.91
H 1.68 2.01 -5.97
H 0.81 0.84 -7.04
H 1.99 -2.49 -5.69
H 1.19 -1.43 -6.95
H 0.25 -2.00 -5.48
O 3.12 1.13 0.12
B 1.69 1.10 0.31
O 1.29 2.37 0.84
C 2.44 2.97 1.22
C 2.57 3.90 2.24
C 3.79 4.00 2.89
C 4.88 3.24 2.49
C 4.77 2.35 1.41
C 3.54 2.21 0.80
H 1.71 4.46 2.57
H 3.89 4.65 3.76
H 5.83 3.32 3.03
H 5.62 1.74 1.13

These are the Löwdin partial charges, in e, on atoms 1 to 2: number 1, Re, carries 1.483; number 2, C, carries -0.273

---

4.
Below is a molecular structure, C19H16Cl5N2O4S7Zr, with properties calculated with ωB97M-V/def2-TZVPD.

ΔE to the lowest compared entry with this formula, charge and spin: 1.116 eV
Net charge: -1
LUMO level: 0.95 eV
Orbital gap: 5.427 eV

Geometry (Å):
Zr 0.58 0.23 1.28
Cl 4.13 0.31 2.57
C 2.96 1.12 3.55
C 1.66 1.28 3.07
C 0.80 1.98 3.91
Cl -0.84 2.25 3.38
C 1.15 2.47 5.17
Cl 0.02 3.30 6.16
C 2.46 2.28 5.60
Cl 2.95 2.87 7.14
C 3.37 1.61 4.79
Cl 4.99 1.39 5.33
S 5.11 -4.60 -2.36
C 4.24 -3.50 -1.48
S 3.46 -3.87 0.01
C 2.77 -2.30 0.32
C 3.05 -1.34 -0.58
S 2.41 0.28 -0.55
S 4.06 -1.85 -1.92
S 1.68 -2.10 1.66
O -3.09 -0.23 2.60
S -2.00 -0.80 1.87
O -2.27 -2.07 1.21
O -0.71 -0.86 2.68
O -1.49 0.18 0.77
N -2.29 -2.64 -2.72
C -1.77 -3.51 -1.60
C -0.31 -3.14 -1.37
N -0.18 -1.73 -1.11
C -0.66 -0.89 -2.19
C -2.14 -1.16 -2.45
H -3.27 -2.86 -2.89
H -1.78 -2.86 -3.57
H -1.93 -4.54 -1.89
H -2.36 -3.26 -0.72
H 0.32 -3.43 -2.22
H 0.06 -3.69 -0.50
H -0.76 -1.54 -0.30
H -0.06 -1.06 -3.09
H -0.53 0.16 -1.92
H -2.54 -0.62 -3.31
H -2.72 -0.94 -1.55
S 0.67 2.64 0.20
C -0.63 2.98 -0.95
C -1.97 2.66 -0.77
C -2.91 2.97 -1.74
C -2.55 3.62 -2.91
C -1.21 3.97 -3.10
C -0.27 3.65 -2.13
H -2.28 2.18 0.14
H -3.95 2.72 -1.56
H -3.29 3.87 -3.66
H -0.90 4.48 -4.00
H 0.77 3.91 -2.29

These are the natural (NBO) partial charges, in e, on atoms 1 to 2: number 1, Zr, carries 1.667; number 2, Cl, carries 0.058